{
  "formula": "C5H7NO",
  "method": "ωB97M-V/def2-TZVPD",
  "gap_ev": 10.6,
  "e_homo_ev": -9.799,
  "e_lumo_ev": 0.8,
  "de_lowest_kj_mol": 175.3,
  "symbols": ["N", "H", "C", "C", "H", "C", "H", "C", "H", "O", "H", "H", "C", "H"],
  "positions_angstrom": [[-0.305, -0.102, 2.360], [1.258, -0.664, 0.416], [0.742, 1.067, -0.709], [0.970, 1.864, -1.583], [-1.036, 0.025, 3.045], [-0.199, -1.053, -1.165], [0.653, 0.007, 2.646], [0.377, -0.175, -0.016], [1.130, 2.513, -2.418], [-1.874, 0.138, 0.794], [0.186, -2.075, -1.181], [0.081, -0.563, -2.093], [-0.696, 0.006, 1.062], [-1.286, -1.105, -1.094]],
  "lowdin_charge": [0.164, 0.136, -0.113, 0.119, 0.112, -0.040, 0.101, -0.278, 0.033, 0.058, 0.079, 0.069, -0.520, 0.080]
}

{
  "formula": "C9H14OS",
  "method": "ωB97M-V/def2-TZVPD",
  "gap_ev": 9.1,
  "e_homo_ev": -8.432,
  "e_lumo_ev": 0.7,
  "de_lowest_kj_mol": 115.6,
  "symbols": ["H", "C", "C", "H", "H", "C", "H", "H", "H", "C", "C", "H", "C", "H", "C", "H", "H", "H", "H", "S", "C", "H", "C", "H", "O"],
  "positions_angstrom": [[1.456, -1.791, 0.662], [-2.129, 2.222, 0.690], [2.448, -1.522, 0.971], [0.372, 3.023, 2.543], [2.568, -0.477, 1.276], [2.613, -1.282, -1.748], [0.093, -0.554, -0.526], [1.048, 1.227, 1.224], [2.500, -0.205, -1.669], [-1.828, 0.112, -0.346], [-2.693, 1.147, 0.012], [3.008, -1.456, -2.746], [-0.858, 2.150, 1.216], [-3.162, -1.583, -0.742], [-0.462, 0.245, -0.079], [3.009, -1.930, 1.809], [-2.789, 2.941, 1.160], [-3.633, 1.231, -0.499], [1.667, -1.806, -1.688], [3.642, -1.854, -0.370], [-2.261, -1.086, -1.130], [-1.661, -1.962, -0.873], [0.060, 1.170, 0.806], [-2.463, -0.956, -2.190], [-0.547, 2.998, 2.236]],
  "lowdin_charge": [0.020, -0.026, -0.410, 0.112, 0.017, -0.439, 0.066, 0.096, 0.030, -0.282, -0.027, 0.033, -0.331, 0.079, -0.053, 0.023, 0.118, 0.113, 0.016, 0.719, -0.067, 0.073, 0.000, 0.081, 0.041]
}

Question: Which formula does entry 1 have?
Answer: C5H7NO